No. 1
The following is a quantum chemistry calculation of a 3-piece molecular cluster, C21H36Cl4O5 overall, from OMol25.

Summary:
calculated total energy: -3038.5553 hartree
E_HOMO: -9.42 eV
spin multiplicity: 1
orbital gap: 8.78 eV

Element x y z (Å)
C: -3.4271 0.0494 -4.2639
C: -1.9960 -0.5106 -3.7879
O: -0.8785 0.3355 -4.1573
C: 0.3710 -0.3780 -4.1574
C: 1.0167 -0.5083 -2.6652
C: 1.1304 -2.0201 -2.1702
C: 2.1431 -2.5985 -1.3226
C: 3.3753 -1.7827 -0.7044
C: 3.7521 -2.2122 0.7992
C: 2.9490 -1.4114 1.9298
C: 1.3564 -1.4221 1.7517
C: 0.7662 -0.1583 2.5992
C: 1.0227 1.1802 1.6853
C: -0.2266 2.2029 1.6797
C: -1.0012 2.1066 0.2699
O: -0.5507 3.2107 -0.5542
C: -1.0145 3.0244 -1.9264
C: 1.7562 -4.1404 -1.1065
O: 2.0349 -4.8959 -0.1577
O: 0.9411 -4.4613 -2.2610
C: 0.1600 -3.2629 -2.4220
O: -1.0586 -3.3258 -2.6679
H: -4.0635 0.3819 -3.3744
H: -3.9914 -0.8475 -4.7292
H: -3.3566 0.8322 -5.0973
H: -2.0266 -0.6383 -2.6493
H: -1.8390 -1.5223 -4.3087
H: 0.2955 -1.4481 -4.5699
H: 1.1040 0.1852 -4.8378
H: 0.4545 0.1768 -1.9340
H: 2.0818 -0.0673 -2.7471
H: 4.2988 -2.0471 -1.3508
H: 3.2078 -0.6555 -0.8009
H: 4.8691 -1.9368 0.9343
H: 3.7191 -3.3560 0.9565
H: 3.3629 -0.3518 2.0371
H: 3.1660 -1.9550 2.9288
H: 0.9888 -1.2666 0.6833
H: 0.8657 -2.3758 2.1836
H: -0.3791 -0.2780 2.6754
H: 1.2410 -0.0806 3.6285
H: 1.2902 0.8585 0.6084
H: 1.9623 1.6784 2.1301
H: -0.9572 2.0390 2.5392
H: 0.1646 3.2831 1.7905
H: -0.8068 1.0828 -0.2052
H: -2.1398 2.2181 0.3956
H: -0.4475 3.7638 -2.5812
H: -2.1537 3.2048 -1.9461
H: -0.8492 1.9648 -2.3217
Cl: -0.3456 5.0049 4.2467
C: 0.7913 4.3181 5.4334
C: 1.3699 2.9948 4.9736
Cl: 0.1493 1.6975 4.9519
H: 0.2671 4.2180 6.3853
H: 1.5932 5.0482 5.5616
H: 2.1569 2.6764 5.6605
H: 1.8013 3.0699 3.9735
Cl: -3.7852 0.4314 -0.8173
C: -3.8906 -1.3076 -0.4654
C: -3.8787 -1.6010 1.0228
Cl: -2.2977 -1.2659 1.7893
H: -3.0670 -1.8070 -0.9798
H: -4.8277 -1.6587 -0.9026
H: -4.0833 -2.6611 1.1862
H: -4.6369 -1.0217 1.5525

Here are the Löwdin charges for atoms 1 to 4, given in e: number 1, C, carries -0.0850; number 2, C, carries -0.2552; number 3, O, carries -0.2032; number 4, C, carries -0.1876

---

No. 2
The following is a quantum chemistry calculation of C32H38GeN3ReSi2 as an isolated structure, from OMol25.

Summary:
calculated total energy: -4140.7768 hartree
E_HOMO (spin up / spin down): -4.25 / -4.01 eV
spin multiplicity: 2
net charge: -1
orbital gap (spin up / spin down): 6.93 / 6.63 eV
energy above the lowest of the compared OMol25 structures with the same formula, charge and spin: 13.5 kJ/mol

Element x y z (Å)
Re: 1.7958 -0.4543 -0.4810
C: 2.7177 -3.3271 1.1577
Si: 2.3540 -1.9686 2.3883
C: 3.7949 -1.9036 3.5874
C: 0.8029 -2.4324 3.3252
N: 2.1482 -0.4777 1.5236
C: 2.0912 0.7937 2.0855
C: 2.0044 1.0533 3.4553
C: 1.9705 2.3520 3.9406
C: 2.0020 3.4158 3.0499
C: 2.0528 3.1722 1.6828
C: 2.0894 1.8724 1.1754
N: 2.1230 1.5188 -0.1893
Si: 2.2252 2.5637 -1.6071
C: 1.8343 4.3801 -1.3210
C: 3.9565 2.5297 -2.2986
C: 1.0221 1.9824 -2.8992
H: 3.2347 -4.1525 1.6576
H: 3.3524 -2.9733 0.3419
H: 1.7970 -3.7167 0.7165
H: 3.8760 -2.8682 4.0985
H: 3.6945 -1.1276 4.3465
H: 4.7304 -1.7248 3.0509
H: 0.8732 -3.4578 3.7022
H: -0.0637 -2.3693 2.6610
H: 0.6136 -1.7711 4.1748
H: 1.9475 0.2222 4.1465
H: 1.9118 2.5281 5.0080
H: 1.9707 4.4365 3.4114
H: 2.0593 4.0073 1.0027
H: 2.5637 4.8870 -0.6868
H: 0.8379 4.5350 -0.8994
H: 1.8600 4.8595 -2.3049
H: 4.6525 3.0496 -1.6333
H: 3.9844 3.0264 -3.2736
H: 4.3087 1.5082 -2.4314
H: -0.0063 2.2203 -2.6168
H: 1.0820 0.9023 -3.0493
H: 1.2354 2.4639 -3.8589
N: 3.7806 -1.1240 -2.8974
C: 3.0355 -0.8714 -2.0432
C: 0.3690 -1.5359 -1.1056
Ge: -1.4782 -1.0291 -0.9078
C: -2.6847 -2.5277 -1.3093
C: -2.2074 -3.7642 -1.7405
C: -3.0796 -4.7998 -2.0612
C: -4.4494 -4.6132 -1.9516
C: -4.9443 -3.3853 -1.5301
C: -4.0681 -2.3552 -1.2183
C: -1.8871 -0.3884 0.8941
C: -2.7948 -1.0297 1.7364
C: -3.0681 -0.5291 3.0048
C: -2.4415 0.6271 3.4464
C: -1.5345 1.2789 2.6212
C: -1.2616 0.7702 1.3588
C: -2.0870 0.3752 -2.1363
C: -2.6219 1.5858 -1.7015
C: -3.0506 2.5465 -2.6133
C: -2.9601 2.3018 -3.9751
C: -2.4441 1.0918 -4.4243
C: -2.0130 0.1426 -3.5106
H: 0.5243 -2.5341 -1.5275
H: -1.1400 -3.9298 -1.8297
H: -2.6868 -5.7520 -2.3974
H: -5.1306 -5.4194 -2.1958
H: -6.0138 -3.2294 -1.4504
H: -4.4697 -1.3951 -0.9087
H: -3.2845 -1.9407 1.4106
H: -3.7704 -1.0453 3.6488
H: -2.6545 1.0180 4.4344
H: -1.0287 2.1751 2.9570
H: -0.5498 1.2965 0.7291
H: -2.7009 1.7921 -0.6406
H: -3.4537 3.4869 -2.2564
H: -3.2846 3.0522 -4.6860
H: -2.3714 0.8934 -5.4871
H: -1.5950 -0.7909 -3.8755

Here are the Löwdin charges for atoms 1 to 4, given in e: number 1, Re, carries 1.2480; number 2, C, carries -0.1960; number 3, Si, carries 0.3646; number 4, C, carries -0.1766

---

No. 3
The following is a quantum chemistry calculation of an isolated ion of composition C5H12NO and charge -1, from OMol25.

Summary:
calculated total energy: -327.6685 hartree
E_HOMO: -2.08 eV
spin multiplicity: 1
net charge: -1
orbital gap: 5.76 eV
energy above the lowest of the compared OMol25 structures with the same formula, charge and spin: 72.4 kJ/mol

Element x y z (Å)
C: 1.9919 -0.9487 -1.6388
C: 1.3707 -0.0492 -0.5863
N: 0.1670 -0.6416 -0.0698
C: -0.9384 1.5486 0.3317
C: -0.6130 0.1595 0.8832
C: -1.8210 -0.6084 1.4435
O: -2.1124 -0.2335 2.6983
H: 2.7593 -0.3861 -2.1825
H: 2.4696 -1.8451 -1.2688
H: 1.2734 -1.1816 -2.3779
H: 2.1063 0.0567 0.2249
H: 1.2194 0.9860 -0.9292
H: -0.4043 -0.9176 -0.8522
H: -0.1716 2.3009 0.5398
H: -1.8492 1.9279 0.7935
H: -1.1785 1.5725 -0.7406
H: 0.0457 0.3422 1.7400
H: -1.6219 -1.6890 1.2435
H: -2.6932 -0.3935 0.7476

Here are the Löwdin charges for atoms 1 to 4, given in e: number 1, C, carries -0.1112; number 2, C, carries -0.3340; number 3, N, carries -0.0697; number 4, C, carries -0.1006

---

No. 4
The following is a quantum chemistry calculation of one molecule with the formula C4H6OS, from OMol25.

Summary:
calculated total energy: -629.2518 hartree
E_HOMO (spin up / spin down): -8.40 / -8.44 eV
spin multiplicity: 1
orbital gap (spin up / spin down): 8.04 / 8.11 eV
energy above the lowest of the compared OMol25 structures with the same formula, charge and spin: 513.1 kJ/mol

Element x y z (Å)
C: -0.0549 -1.3785 0.5261
C: 0.1055 -0.5615 1.8759
C: 0.8737 -0.3263 -0.0632
C: 0.5281 0.8960 -0.7878
O: 1.8511 1.3903 1.8137
S: 1.7586 -0.0431 1.6077
H: 0.4995 -2.3049 0.7501
H: -1.1190 -1.4836 0.3709
H: -0.7896 0.0134 2.0213
H: 0.4461 0.6444 -1.8306
H: 1.3012 1.7212 -0.5526
H: -0.4498 1.5225 -0.4106

Here are the Löwdin charges for atoms 1 to 4, given in e: number 1, C, carries -0.2457; number 2, C, carries -0.2325; number 3, C, carries -0.3127; number 4, C, carries -0.1443